Entry 1:
The ion C3H8NO2 with charge +2 at a distorted geometry. Source: the OMol25 dataset; level of theory: ωB97M-V/def2-TZVPD.

Structure (ORCA input):
```
! wB97M-V def2-TZVPD RIJCOSX def2/J DEFGRID3
* xyz 2 2
C -0.5601 -0.0715 -0.7500
C 0.1325 0.0676 0.6644
C 1.4191 -0.6998 0.9309
O 2.1823 -1.3526 -0.1918
O 1.9356 -0.4740 2.0073
N -1.5609 1.0074 -0.8077
H -0.8778 -1.1090 -0.9615
H 0.2491 0.0994 -1.5900
H 0.2523 1.1158 0.9938
H -0.5617 -0.2480 1.4400
H 2.6203 -1.9832 0.5055
H -2.2528 0.7227 -0.0939
H -1.1069 1.8784 -0.4127
H -1.8709 1.0471 -1.7343
*
```

Properties
**LUMO energy (spin up / spin down)**: -10.231 / -14.656 eV
**Strongest force on any atom**: 7.09 eV/A
**HOMO (spin up / spin down)**: -22.7153 / -22.6700 eV
**Kohn-Sham gap (spin up / spin down)**: 12.48 / 8.01 eV
**Energy relative to the best compared isomer or geometry (same formula, charge and spin)**: 1.943 eV

---

Entry 2:
A cluster of 2 separate species, C3H8NO2 in total at a distorted geometry. Source: the OMol25 dataset; level of theory: ωB97M-V/def2-TZVPD.

Structure (ORCA input):
```
! wB97M-V def2-TZVPD RIJCOSX def2/J DEFGRID3
* xyz 2 2
O -1.4555 -1.3019 -1.1011
C -2.3312 -0.7439 -0.4655
O -2.1634 0.4105 0.1135
H -3.2837 -1.2456 -0.2577
H -2.9739 0.8552 0.4622
C 1.2912 0.8054 0.0802
C 1.9836 0.8141 1.2386
N 1.0380 -0.4181 -0.6547
H 0.7148 1.5824 -0.4151
H 1.8550 1.6676 1.9089
H 2.3439 -0.0965 1.7061
H 1.6145 -0.4894 -1.5198
H 0.0052 -0.5745 -0.9394
H 1.3616 -1.2653 -0.1563
*
```

Properties
**LUMO energy (spin up / spin down)**: -10.648 / -15.158 eV
**Strongest force on any atom**: 4.16 eV/A
**HOMO (spin up / spin down)**: -20.1581 / -19.6922 eV
**Kohn-Sham gap (spin up / spin down)**: 9.51 / 4.53 eV
**Energy relative to the best compared isomer or geometry (same formula, charge and spin)**: 1.549 eV

---

Entry 3:
A structure of composition C3H8NO2P at a distorted geometry. Source: the OMol25 dataset; level of theory: ωB97M-V/def2-TZVPD.

Structure (ORCA input):
```
! wB97M-V def2-TZVPD RIJCOSX def2/J DEFGRID3
* xyz 0 1
C -0.6640 -1.4529 -0.4856
C 0.2885 -1.0785 -1.6802
C -0.0546 -0.6422 0.6311
N -0.4212 2.2132 1.2301
O 2.0514 1.2584 -0.5599
O 1.3829 -0.9779 0.6683
P 1.0661 0.1636 -0.4582
H -1.7204 -1.1530 -0.6125
H -0.6974 -2.5765 -0.2833
H 0.8205 -1.9700 -1.8285
H -0.2863 -0.7944 -2.5834
H -0.4027 -0.3780 1.5837
H 0.1959 3.0117 0.9567
H -0.1308 1.8540 2.1686
H -1.4277 2.5225 1.2529
*
```

Properties
**LUMO energy**: 0.780 eV
**Strongest force on any atom**: 2.34 eV/A
**HOMO**: -9.2527 eV
**Kohn-Sham gap**: 10.03 eV
**Energy relative to the best compared isomer or geometry (same formula, charge and spin)**: 1.740 eV

---

Entry 4:
An isolated molecule of C3H8NO2P at a distorted geometry. Source: the OMol25 dataset; level of theory: ωB97M-V/def2-TZVPD.

Structure (ORCA input):
```
! wB97M-V def2-TZVPD RIJCOSX def2/J DEFGRID3
* xyz 0 1
C 2.5570 -0.6460 -0.3270
C 1.4240 -0.1458 0.0880
C -0.8489 0.3986 0.1343
N 0.3197 0.0851 -0.6371
O -2.3471 -1.5004 0.8373
O -3.3320 0.9502 -0.1014
P -2.4367 -0.4161 -0.5019
H 3.3626 -0.7996 0.4207
H 2.7790 -1.0198 -1.3154
H 1.3088 0.2103 1.1902
H -0.7402 0.1366 1.1804
H -1.1512 1.4722 -0.0328
H 0.4643 0.2294 -1.6876
H -2.9560 -2.2529 0.8197
H -4.3498 0.9718 -0.1224
*
```

Properties
**LUMO energy**: 0.567 eV
**Strongest force on any atom**: 3.74 eV/A
**HOMO**: -7.6649 eV
**Kohn-Sham gap**: 8.23 eV
**Structure (SMILES)**: C=CNCP(O)O
**Energy relative to the best compared isomer or geometry (same formula, charge and spin)**: 1.232 eV

---

Entry 5:
A structure of composition C3H8NO2S at a distorted geometry. Source: the OMol25 dataset; level of theory: ωB97M-V/def2-TZVPD.

Structure (ORCA input):
```
! wB97M-V def2-TZVPD RIJCOSX def2/J DEFGRID3
* xyz -1 1
C 1.0878 -0.0063 -2.1355
C -1.5968 -0.3479 -0.1350
C -0.1944 0.8609 1.5126
N -0.4325 0.6229 0.0665
O 2.1454 0.8693 0.0450
O 0.9402 -1.9322 0.9030
S 1.1251 -0.0985 -0.4044
H 2.2511 0.0838 -2.4111
H 0.7448 -0.9631 -2.5442
H -2.3885 -0.1800 0.5865
H -1.9521 -0.2131 -1.2112
H -1.2331 -1.3725 0.0604
H -1.2202 0.9863 2.1255
H 0.2908 0.0438 1.9404
H 0.4324 1.6465 1.6015
*
```

Properties
**LUMO energy (spin up / spin down)**: 4.084 / 3.467 eV
**Strongest force on any atom**: 4.81 eV/A
**HOMO (spin up / spin down)**: -3.7545 / -4.0065 eV
**Kohn-Sham gap (spin up / spin down)**: 7.84 / 7.47 eV
**Energy relative to the best compared isomer or geometry (same formula, charge and spin)**: 8.461 eV

---

Entry 6:
A cluster of 2 separate species, C3H8NO2S in total at a distorted geometry. Source: the OMol25 dataset; level of theory: ωB97M-V/def2-TZVPD.

Structure (ORCA input):
```
! wB97M-V def2-TZVPD RIJCOSX def2/J DEFGRID3
* xyz -1 1
O -0.5185 -0.6112 -1.8820
C -0.6078 0.5263 -1.4848
C 0.4059 1.1217 -0.5221
C -0.2764 1.4355 0.8373
S -1.1302 -0.0209 1.5580
N 1.6063 0.3595 -0.3486
H -1.3812 1.2322 -1.8382
H 0.5970 2.1229 -0.9650
H 0.4825 1.6903 1.5733
H -0.9889 2.2296 0.6198
H 1.7780 -0.1432 -1.2027
H 1.5356 -0.2643 0.4364
H 0.5585 -2.6187 0.8668
H 0.5020 -2.3121 -0.4775
O 1.1925 -2.2672 0.2137
*
```

Properties
**LUMO energy**: 3.838 eV
**Strongest force on any atom**: 2.32 eV/A
**HOMO**: -2.6438 eV
**Kohn-Sham gap**: 6.48 eV
**Energy relative to the best compared isomer or geometry (same formula, charge and spin)**: 2.258 eV

---

Entry 7:
The ion C3H8NO2S2 with charge +1 at a distorted geometry. Source: the OMol25 dataset; level of theory: ωB97M-V/def2-TZVPD.

Structure (ORCA input):
```
! wB97M-V def2-TZVPD RIJCOSX def2/J DEFGRID3
* xyz 1 1
N 0.0671 1.3622 1.2237
C 0.6940 0.3160 0.1980
C 1.0776 1.1349 -1.0358
O 1.5167 0.3207 -2.0282
O 0.9440 2.3245 -1.0335
C -0.3803 -0.6973 -0.2153
S -0.8376 -1.7555 1.2703
S -2.1855 -2.8803 0.1606
H 0.5724 2.2084 1.1312
H -0.1950 1.1535 2.3420
H -0.9395 1.5271 1.0128
H 1.5939 -0.0888 0.6737
H 1.5270 0.6046 -2.9069
H -1.2162 -0.1378 -0.6295
H 0.1448 -1.3725 -1.0683
H -2.3834 -4.0197 0.9052
*
```

Properties
**LUMO energy**: -3.893 eV
**Strongest force on any atom**: 4.37 eV/A
**HOMO**: -12.0675 eV
**Kohn-Sham gap**: 8.17 eV
**Structure (SMILES)**: [NH3+][C@@H](CSS)C(=O)O
**Energy relative to the best compared isomer or geometry (same formula, charge and spin)**: 1.579 eV

---

Entry 8:
A cluster of 2 separate species, C3H8NO3 in total at a distorted geometry. Source: the OMol25 dataset; level of theory: ωB97M-V/def2-TZVPD.

Structure (ORCA input):
```
! wB97M-V def2-TZVPD RIJCOSX def2/J DEFGRID3
* xyz -1 1
C 0.7704 -0.6260 0.1551
N 0.4051 0.6369 0.8884
C -0.6504 1.4610 0.4248
O -1.4835 1.0911 -0.3889
O -0.6396 2.5698 0.9925
C 1.9010 -0.3984 -0.9485
H 1.1297 -1.2392 0.9377
H -0.1987 -1.1227 -0.3247
H 1.1502 1.1086 1.3937
H 1.7836 -1.2322 -1.6193
H 2.9250 -0.5603 -0.5211
H 1.7338 0.4154 -1.6942
H -2.5726 -0.2174 -0.3056
H -3.3838 -0.7792 0.8625
O -2.8703 -1.1073 0.1476
*
```

Properties
**LUMO energy**: 4.044 eV
**Strongest force on any atom**: 3.24 eV/A
**HOMO**: -4.0181 eV
**Kohn-Sham gap**: 8.06 eV
**Energy relative to the best compared isomer or geometry (same formula, charge and spin)**: 1.000 eV

---

Entry 9:
A cluster of 2 separate species, C3H8NO3 in total at a distorted geometry. Source: the OMol25 dataset; level of theory: ωB97M-V/def2-TZVPD.

Structure (ORCA input):
```
! wB97M-V def2-TZVPD RIJCOSX def2/J DEFGRID3
* xyz -1 1
O 1.6304 -0.4162 -1.7310
C 0.4936 -0.3513 -1.2539
N 0.2277 0.2576 -0.1007
C 1.2946 0.6414 0.9633
O 0.7051 1.1514 2.0572
C -0.6729 -0.6288 -2.2463
H -0.6939 0.2041 0.2863
H 1.8399 1.3684 0.3215
H 1.7883 -0.2836 1.2907
H -0.3541 -1.5509 -2.7237
H -1.6855 -0.7548 -1.8573
H -0.7035 0.2827 -2.8308
H -1.9685 0.3081 2.8717
H -0.5413 0.1690 2.3922
O -1.3601 -0.3973 2.5609
*
```

Properties
**LUMO energy**: 3.945 eV
**Strongest force on any atom**: 1.73 eV/A
**HOMO**: -3.6521 eV
**Kohn-Sham gap**: 7.60 eV
**Energy relative to the best compared isomer or geometry (same formula, charge and spin)**: 1.547 eV

---

Entry 10:
A cluster of 3 separate species, C3H8NO3S in total at a distorted geometry. Source: the OMol25 dataset; level of theory: ωB97M-V/def2-TZVPD.

Structure (ORCA input):
```
! wB97M-V def2-TZVPD RIJCOSX def2/J DEFGRID3
* xyz -1 1
C -0.7169 -0.8644 0.0959
C 0.7287 -1.2813 -0.2060
S 1.2575 -0.9108 -1.8941
N -0.9080 -0.3161 1.4482
C -0.1502 0.9477 1.6756
O -0.0872 1.7084 0.6804
O 0.3485 1.0094 2.8040
H -1.2234 -0.2134 -0.6023
H -1.3412 -1.7633 0.0663
H 1.3817 -0.7357 0.4847
H 0.8889 -2.3307 0.0410
H 1.5567 1.0255 -1.4550
H -0.6117 -0.9985 2.1361
H -0.4622 2.0187 -1.1424
H -0.0396 0.9607 -2.0561
O -0.6215 1.7438 -2.0761
*
```

Properties
**LUMO energy**: 2.331 eV
**Strongest force on any atom**: 3.85 eV/A
**HOMO**: -4.7601 eV
**Kohn-Sham gap**: 7.09 eV
**Energy relative to the best compared isomer or geometry (same formula, charge and spin)**: 2.693 eV

---

Record order is preserved below.
DFT total energy: -323.504575 -323.519066 -665.653039 -665.671711 -722.321134 -722.549090 -1120.433828 -399.641063 -399.620971 -797.773176 hartree